(1)
Computed, not measured: a molecular structure, BrH10O5Zn in a non-equilibrium geometry, with ωB97M-V with the def2-TZVPD basis set.

XYZ file:
```
17
BrH10O5Zn | the Open Molecules 2025 dataset | ωB97M-V with the def2-TZVPD basis set
Zn 1.4502 -1.1919 -1.9857
Br 0.2279 -0.3512 -0.6520
O -2.2571 -0.0749 -0.4388
H -2.8239 -0.8001 -0.1758
H -1.3814 -0.4588 -0.4834
O 1.8169 0.0080 1.5785
H 1.0740 -0.3908 1.1255
H 2.3401 -0.7343 1.8810
O -1.8652 1.2460 -1.8205
H -1.0971 0.6944 -1.6724
H -1.7334 1.6109 -2.6956
O 0.5091 -1.8614 1.2264
H 0.0882 -1.6394 2.0569
H 0.0361 -1.3468 0.5725
O 1.3590 1.6736 0.8420
H 1.1284 1.0756 0.1310
H 1.1282 2.5413 0.5102
```

The total charge is +1. The value obtained for the energy relative to the best compared isomer or geometry (same formula, charge and spin) is 1467.4 kJ/mol. The value obtained for the HOMO energy is -0.487 Ha. For the largest force on an atom, the calculation gives 5.7 eV Å⁻¹.

Partial charges, Löwdin, in e: Zn 1.034; Br 1.007; O -0.114; H 0.088; H -0.217; O -0.159; H -0.115; H 0.074; O -0.101; H -0.118; H 0.060; O -0.133; H 0.100; H -0.230; O -0.111; H -0.135; H 0.069

(2)
Computed, not measured: 2 unconnected molecules or ions with the total composition C2H2BrNO3 in a non-equilibrium geometry, with ωB97M-V with the def2-TZVPD basis set.

XYZ file:
```
9
C2H2BrNO3 | the Open Molecules 2025 dataset | ωB97M-V with the def2-TZVPD basis set
C 0.1897 -0.0662 1.1868
N -0.2478 1.0843 1.3319
O -1.2392 1.5685 1.7878
Br 1.3235 2.4532 0.7990
H -0.4051 -1.0746 1.3427
H 1.1482 -0.2223 0.7289
O -0.5240 -2.3370 -2.1802
C -0.2709 -1.2525 -2.4036
O 0.0257 -0.1534 -2.5933
```

Its SMILES is C=[N+]([O-])Br.O=C=O. The total charge is 0. The value obtained for the energy relative to the best compared isomer or geometry (same formula, charge and spin) is 35.9 kJ/mol. The value obtained for the HOMO energy is -0.378 Ha. For the largest force on an atom, the calculation gives 5.6 eV Å⁻¹.

Partial charges, Löwdin, in e: C -0.088; N -0.548; O -0.006; Br 0.465; H 0.149; H 0.041; O 0.227; C -0.446; O 0.206

(3)
Computed, not measured: a molecular structure, C4H7O3 in a non-equilibrium geometry, with ωB97M-V with the def2-TZVPD basis set.

XYZ file:
```
14
C4H7O3 | the Open Molecules 2025 dataset | ωB97M-V with the def2-TZVPD basis set
O 1.8380 -0.4831 1.9800
C 1.3543 -0.3877 0.7445
O 1.7274 -0.9758 -0.2272
C 0.2042 0.6310 0.6439
C -0.5434 0.5884 -0.7024
C -1.3074 -0.7337 -0.8744
O -1.4307 1.6217 -0.7890
H -0.5221 0.4726 1.4464
H 0.5641 1.6607 0.7484
H 0.2174 0.6453 -1.5075
H -1.8040 -0.7065 -1.8468
H -2.0754 -0.8854 -0.1141
H -0.6392 -1.6083 -0.8891
H 2.4167 0.1606 1.3874
```

The total charge is -1. The value obtained for the energy relative to the best compared isomer or geometry (same formula, charge and spin) is 348.6 kJ/mol. The value obtained for the HOMO energy is -0.086 Ha. For the largest force on an atom, the calculation gives 6.8 eV Å⁻¹.

Partial charges, Löwdin, in e: O 0.081; C -0.634; O 0.104; C -0.090; C -0.671; C -0.102; O -0.357; H 0.116; H 0.115; H 0.110; H 0.057; H 0.059; H 0.048; H 0.163

(4)
Computed, not measured: C6H7N in the gas phase in a non-equilibrium geometry, with ωB97M-V with the def2-TZVPD basis set.

XYZ file:
```
14
C6H7N | the Open Molecules 2025 dataset | ωB97M-V with the def2-TZVPD basis set
C -1.2281 -1.3492 -1.4898
C -1.4190 -0.0910 -1.0482
C 0.0275 0.8018 1.2464
C 0.2497 -1.3043 -1.5580
C 0.1315 0.1594 -1.0615
C 0.3323 1.3388 2.5047
N 0.5145 0.2857 0.2739
H -1.8176 -2.2576 -1.8832
H 0.8565 -1.9182 -0.8920
H 0.5046 -1.3581 -2.6320
H 0.5870 0.8173 -1.7250
H 1.2709 1.7852 2.2389
H 0.3193 0.7750 3.3326
H -0.3291 2.3151 2.6934
```

The total charge is 0. The value obtained for the energy relative to the best compared isomer or geometry (same formula, charge and spin) is 716.0 kJ/mol. The value obtained for the HOMO energy (alpha / beta) is -0.300 / -0.247 Ha. For the largest force on an atom, the calculation gives 5.8 eV Å⁻¹.

Partial charges, Löwdin, in e: C -0.185; C 0.040; C -0.089; C -0.180; C -0.344; C -0.058; N 0.107; H 0.110; H 0.104; H 0.110; H 0.116; H 0.086; H 0.040; H 0.144

(5)
Computed, not measured: a molecular structure, CH2NiO3 in a non-equilibrium geometry, with ωB97M-V with the def2-TZVPD basis set.

XYZ file:
```
7
CH2NiO3 | the Open Molecules 2025 dataset | ωB97M-V with the def2-TZVPD basis set
H -1.1154 -1.4773 0.3325
O 0.4875 0.9530 -0.2070
C 0.3133 -0.3723 -0.2989
O 0.5655 -1.0795 -1.2254
O -0.6783 -0.6197 0.5690
Ni -0.8504 1.3166 1.4905
H 1.2778 1.2792 -0.6606
```

Its expectation value of S² is 3.75. The total charge is +1. The value obtained for the energy relative to the best compared isomer or geometry (same formula, charge and spin) is 0.0 kJ/mol. Its multiplicity is 4. The value obtained for the HOMO energy (alpha / beta) is -0.496 / -0.624 Ha. For the largest force on an atom, the calculation gives 4.4 eV Å⁻¹.

Partial charges, Löwdin, in e: H 0.199; O 0.029; C -0.628; O 0.229; O -0.001; Ni 0.994; H 0.178

(6)
Computed, not measured: a molecular structure, C13H18Cl2MnO5SSe, with ωB97M-V with the def2-TZVPD basis set.

XYZ file:
```
41
C13H18Cl2MnO5SSe | the Open Molecules 2025 dataset | ωB97M-V with the def2-TZVPD basis set
Mn 0.5826 0.9850 1.5038
Cl -1.3481 2.3613 1.3112
C -2.5034 1.3708 0.4469
C -3.6278 2.0115 -0.0383
C -4.5933 1.2731 -0.7005
C -4.4370 -0.0931 -0.8498
C -3.3081 -0.7162 -0.3405
Cl -3.1915 -2.4320 -0.5027
C -2.2957 0.0015 0.2986
S -0.8595 -0.7758 1.0145
H -3.7387 3.0770 0.1064
H -5.4749 1.7622 -1.0912
H -5.1878 -0.6904 -1.3473
C 2.2707 1.9688 -2.3703
C 1.7458 2.2113 -0.9915
C 2.0700 3.4983 -0.3145
O 1.0726 1.3425 -0.4485
H 2.0523 2.8201 -3.0163
H 1.8624 1.0511 -2.7847
H 3.3596 1.8907 -2.3077
H 2.7079 4.1301 -0.9271
H 2.5299 3.2815 0.6536
H 1.1375 4.0233 -0.0938
O 1.9223 2.3643 2.4610
Se 2.1162 0.9307 3.2930
O 0.4781 0.6155 3.4953
O 2.3046 -0.0564 1.9498
O 3.1264 0.8292 4.5106
C 1.0799 -3.2280 1.1585
C 0.2455 -3.0940 -0.1142
C 0.9970 -3.6591 -1.3187
C -0.0661 -1.6309 -0.4023
H 1.3681 -4.2679 1.3180
H 0.5294 -2.8951 2.0394
H 1.9882 -2.6237 1.0899
H -0.6865 -3.6508 0.0048
H 1.9441 -3.1326 -1.4606
H 0.4126 -3.5666 -2.2368
H 1.2219 -4.7151 -1.1655
H -0.6818 -1.4742 -1.2874
H 0.8748 -1.0981 -0.5451
```

Its expectation value of S² is 0.77. The total charge is 0. The value obtained for the energy relative to the best compared isomer or geometry (same formula, charge and spin) is 29.0 kJ/mol. Its multiplicity is 2. The value obtained for the HOMO energy (alpha / beta) is -0.332 / -0.310 Ha. For the largest force on an atom, the calculation gives 0.4 eV Å⁻¹.

Partial charges, Löwdin, in e: Mn 0.208; Cl 0.865; C -0.567; C -0.097; C -0.062; C -0.098; C -0.641; Cl 0.762; C -0.482; S 1.019; H 0.111; H 0.114; H 0.109; C 0.006; C -0.416; C 0.003; O -0.043; H 0.094; H 0.088; H 0.106; H 0.088; H 0.077; H 0.099; O -0.490; Se 0.856; O -0.504; O -0.481; O -0.406; C -0.080; C -0.499; C -0.075; C -0.398; H 0.083; H 0.068; H 0.081; H 0.102; H 0.086; H 0.078; H 0.081; H 0.082; H 0.074

(7)
Computed, not measured: 2 unconnected molecules or ions with the total composition C8H18N2OSi in a non-equilibrium geometry, with ωB97M-V with the def2-TZVPD basis set.

XYZ file:
```
30
C8H18N2OSi | the Open Molecules 2025 dataset | ωB97M-V with the def2-TZVPD basis set
C 1.9381 -0.0338 -0.1293
C 3.3904 0.0326 0.4013
C 1.8969 0.3285 -1.5709
C 3.8251 1.4851 0.5259
C -0.8209 -2.1417 -1.2147
C -1.1002 1.7106 0.4918
C -1.8232 -1.0879 1.8487
C -3.6917 0.1639 -0.2359
N 1.0175 -0.4840 0.6199
N -0.8545 -0.7698 -0.9328
O 4.0404 -0.9524 0.5886
Si -1.8690 -0.0339 0.2966
H 2.2997 1.2942 -1.6185
H 0.8390 0.4979 -1.7466
H 2.4507 -0.3869 -2.2515
H 4.9737 1.5879 0.6033
H 3.2814 1.8490 1.4031
H 3.5008 2.0974 -0.3558
H 0.0248 -2.4895 -1.8229
H -0.8840 -2.9030 -0.3657
H -1.8727 -2.4301 -1.5501
H -0.8000 2.1700 -0.4914
H -1.9864 2.2615 1.0285
H -0.1055 1.7324 0.9984
H -0.8406 -1.3466 2.2775
H -2.5858 -0.8206 2.6045
H -2.1319 -1.9766 1.5148
H -3.8118 -0.2405 -1.1987
H -4.2497 -0.3981 0.5049
H -4.0505 1.2844 -0.2228
```

The total charge is 0. The value obtained for the energy relative to the best compared isomer or geometry (same formula, charge and spin) is 204.9 kJ/mol. The value obtained for the HOMO energy (alpha / beta) is -0.333 / -0.321 Ha. For the largest force on an atom, the calculation gives 4.4 eV Å⁻¹.

Partial charges, Löwdin, in e: C -0.388; C -0.416; C -0.031; C -0.011; C -0.243; C -0.211; C -0.182; C -0.169; N 0.261; N -0.114; O 0.125; Si 0.411; H 0.041; H 0.056; H 0.129; H 0.118; H 0.092; H 0.081; H 0.069; H 0.086; H 0.105; H 0.029; H 0.052; H 0.004; H 0.034; H 0.044; H -0.045; H -0.011; H 0.013; H 0.072